DFT (wB97M-V/def2-TZVPD) results for a molecular structure, H28O14 in a non-equilibrium geometry.

The geometry in XYZ format:
```
42
Properties=species:S:1:pos:R:3
O -16.235 -22.559 2.902
H -15.876 -22.764 3.765
H -15.612 -21.937 2.525
O -13.878 -24.791 2.842
H -13.575 -23.989 3.268
H -13.301 -25.475 3.182
O -12.609 -24.408 0.824
H -13.291 -24.683 1.437
H -12.399 -25.200 0.328
O -13.003 -22.839 4.015
H -12.176 -22.506 4.363
H -13.007 -22.563 3.099
O -14.458 -20.582 3.011
H -14.842 -20.182 2.231
H -14.127 -21.428 2.709
O -15.054 -23.641 0.223
H -15.408 -24.005 1.035
H -14.660 -24.391 -0.224
O -13.128 -22.689 -0.471
H -12.968 -23.567 -0.125
H -12.447 -22.564 -1.132
O -11.372 -23.964 2.441
H -11.850 -24.343 1.703
H -11.645 -23.047 2.459
O -15.593 -24.438 2.079
H -15.807 -23.603 2.496
H -14.744 -24.680 2.448
O -14.229 -22.469 1.737
H -13.350 -22.846 1.776
H -14.494 -22.572 0.823
O -12.381 -22.042 2.274
H -12.843 -21.272 1.942
H -11.484 -21.940 1.955
O -14.690 -21.668 -1.157
H -14.048 -22.352 -0.967
H -15.356 -21.769 -0.476
O -14.641 -20.169 0.617
H -15.274 -20.857 0.413
H -15.163 -19.367 0.657
O -12.635 -20.848 0.070
H -12.724 -21.775 -0.150
H -13.496 -20.598 0.406
```

Its charge is 0. As for the energy above the lowest of the compared OMol25 structures with the same formula, charge and spin: 2770.60 kJ/mol. The HOMO energy comes out at -9.063 eV. The orbital gap comes out at 8.45 eV. The value obtained for the lowest unoccupied orbital energy is -0.62 eV. Its spin multiplicity is 1.



DFT (wB97M-V/def2-TZVPD) results for a molecular structure, C31H31FN4O2Ti in a non-equilibrium geometry.

The geometry in XYZ format:
```
70
Properties=species:S:1:pos:R:3
Ti 12.187 12.209 8.999
O 10.775 7.903 9.759
C 9.513 8.188 9.425
C 8.514 7.300 9.776
C 7.180 7.508 9.570
C 6.756 8.600 8.799
C 7.695 9.526 8.436
C 9.083 9.401 8.854
C 9.904 10.545 8.679
O 11.088 10.591 9.247
N 9.369 11.592 8.035
N 10.322 12.544 7.984
C 10.092 13.723 7.538
C 11.210 14.664 7.665
C 11.357 15.796 6.847
C 12.509 16.570 6.940
C 13.527 16.216 7.785
C 13.332 14.975 8.513
N 12.220 14.266 8.426
H 11.282 8.704 9.599
H 8.881 6.367 10.278
H 6.488 6.804 10.009
H 5.764 8.716 8.408
H 7.480 10.367 7.855
H 9.116 13.945 7.120
H 10.569 16.106 6.190
H 12.558 17.506 6.372
H 14.468 16.725 7.850
H 14.056 14.645 9.208
C 16.351 13.697 6.412
C 16.176 12.289 7.077
C 17.303 11.321 6.641
C 16.282 12.469 8.577
C 17.419 12.981 9.150
C 17.592 13.031 10.494
C 16.612 12.567 11.344
C 15.398 12.126 10.851
C 14.289 11.818 11.800
C 13.857 10.322 11.847
C 13.002 12.658 11.597
C 15.273 12.025 9.465
N 13.994 11.531 8.994
C 13.898 10.392 8.150
C 14.546 9.157 8.312
C 14.260 8.163 7.398
C 13.420 8.299 6.293
C 12.837 9.547 6.102
C 13.077 10.518 7.021
F 12.588 11.809 6.863
H 16.661 13.562 5.400
H 17.009 14.322 6.958
H 15.376 14.198 6.457
H 15.247 11.837 6.779
H 18.207 11.896 6.765
H 17.227 11.067 5.587
H 17.374 10.383 7.177
H 18.232 13.279 8.497
H 18.542 13.421 10.864
H 16.751 12.582 12.419
H 14.636 12.073 12.790
H 13.434 10.042 10.869
H 13.169 10.094 12.643
H 14.734 9.706 12.000
H 12.168 11.987 11.484
H 13.128 13.409 10.793
H 12.809 13.336 12.443
H 15.199 8.931 9.161
H 14.730 7.226 7.501
H 13.230 7.541 5.557
H 12.158 9.770 5.310
```

Its charge is +1. As for the energy above the lowest of the compared OMol25 structures with the same formula, charge and spin: 0.00 kJ/mol. The HOMO energy (alpha / beta) comes out at -10.823 / -10.855 eV. The orbital gap (alpha / beta) comes out at 6.85 / 6.88 eV. The value obtained for the lowest unoccupied orbital energy (alpha / beta) is -3.97 / -3.98 eV. Its spin multiplicity is 2.



DFT (wB97M-V/def2-TZVPD) results for a molecular structure, BBrF4Mn2 in a non-equilibrium geometry.

The geometry in XYZ format:
```
8
Properties=species:S:1:pos:R:3
Mn -2.039 2.722 -1.748
Mn 1.659 0.287 -0.249
Br 0.260 2.324 -1.045
B -0.059 -1.162 0.660
F 1.268 -1.619 0.934
F -1.072 -1.834 1.117
F 0.021 0.248 1.131
F -0.038 -0.965 -0.800
```

Its charge is +2. As for the energy above the lowest of the compared OMol25 structures with the same formula, charge and spin: 0.00 kJ/mol. The HOMO energy (alpha / beta) comes out at -20.118 / -20.301 eV. The orbital gap (alpha / beta) comes out at 8.26 / 8.41 eV. The value obtained for the lowest unoccupied orbital energy (alpha / beta) is -11.85 / -11.89 eV. Its spin multiplicity is 11.



DFT (wB97M-V/def2-TZVPD) results for a molecular structure, C16H14Cl3GeN6S2Se2Ti.

The geometry in XYZ format:
```
45
Properties=species:S:1:pos:R:3
Ti 0.219 -0.256 -0.332
Se 1.696 1.921 0.523
Se 1.992 0.770 -2.067
C 3.028 -0.523 -1.146
C 4.345 -0.840 -1.422
C 4.941 -1.845 -0.678
C 4.203 -2.498 0.302
C 2.891 -2.124 0.509
N 2.311 -1.137 -0.192
C 0.154 2.714 -0.229
C -0.074 4.080 -0.296
C -1.194 4.523 -0.976
C -2.031 3.589 -1.577
C -1.733 2.249 -1.452
N -0.665 1.804 -0.771
H 4.877 -0.318 -2.205
H 5.968 -2.127 -0.868
H 4.631 -3.299 0.886
H 2.265 -2.634 1.230
H 0.625 4.767 0.159
H -1.402 5.581 -1.057
H -2.898 3.897 -2.145
H -2.354 1.506 -1.928
N -3.186 -0.810 -2.290
C -3.239 -0.687 -0.974
N -2.212 -0.482 -0.170
C -2.645 -0.386 1.123
C -4.024 -0.489 1.306
S -4.803 -0.738 -0.162
C -1.702 -0.245 2.170
C -2.002 -0.213 3.526
S -0.592 -0.188 4.450
C 0.357 -0.211 2.969
N -0.368 -0.204 1.864
N 1.675 -0.260 3.018
H -2.303 -1.017 -2.740
H -4.009 -1.068 -2.814
H -4.574 -0.436 2.232
H -2.974 -0.226 3.992
H 2.178 -0.226 3.890
H 2.202 -0.233 2.156
Cl -0.266 -2.755 0.146
Ge 0.182 -2.212 -2.161
Cl -1.389 -3.302 -3.194
Cl 1.901 -3.412 -2.607
```

Its charge is +2. The HOMO energy (alpha / beta) comes out at -12.889 / -13.788 eV. The orbital gap (alpha / beta) comes out at 6.12 / 4.35 eV. The value obtained for the lowest unoccupied orbital energy (alpha / beta) is -6.77 / -9.44 eV. Its spin multiplicity is 4.



DFT (wB97M-V/def2-TZVPD) results for a molecular structure, C23H33FMo.

The geometry in XYZ format:
```
58
Properties=species:S:1:pos:R:3
Mo -0.723 -0.515 0.594
C 1.032 0.753 -0.124
C 0.573 -0.065 -1.210
C -0.803 0.336 -1.456
C -1.096 1.395 -0.540
C 0.021 1.665 0.289
C 0.092 2.739 1.345
C 1.393 2.651 2.139
C -1.110 2.617 2.290
C 0.031 4.084 0.596
C -1.988 -0.369 -2.150
C -2.394 -1.510 -1.191
C -1.708 -0.908 -3.552
C -3.182 0.593 -2.271
C 1.492 -1.101 -1.862
C 1.741 -0.675 -3.319
C 0.933 -2.526 -1.763
C 2.853 -1.113 -1.152
H 2.014 0.697 0.311
H -2.050 1.892 -0.460
H 1.468 1.716 2.699
H 1.429 3.465 2.861
H 2.269 2.753 1.494
H -1.089 1.673 2.845
H -2.063 2.702 1.763
H -1.079 3.420 3.027
H 0.864 4.191 -0.100
H 0.091 4.897 1.320
H -0.902 4.196 0.041
H -1.688 -2.345 -1.148
H -3.368 -1.918 -1.468
H -2.654 -1.132 -0.150
H -0.924 -1.656 -3.592
H -1.441 -0.091 -4.223
H -2.618 -1.366 -3.942
H -3.619 0.861 -1.308
H -3.967 0.105 -2.847
H -2.904 1.505 -2.798
H 0.833 -0.622 -3.911
H 2.410 -1.396 -3.790
H 2.227 0.301 -3.355
H 0.021 -2.687 -2.329
H 0.759 -2.814 -0.717
H 1.674 -3.225 -2.151
H 3.355 -0.146 -1.204
H 3.497 -1.834 -1.653
H 2.771 -1.426 -0.108
F 1.004 -3.118 5.475
C 0.816 -2.409 4.384
C -0.463 -2.303 3.873
C -0.600 -1.544 2.717
C 0.494 -0.922 2.105
C 1.771 -1.030 2.664
C 1.930 -1.785 3.801
H -1.299 -2.774 4.370
H -1.651 -1.416 2.368
H 2.627 -0.546 2.212
H 2.900 -1.920 4.262
```

Its charge is +2. The HOMO energy (alpha / beta) comes out at -15.770 / -16.416 eV. The orbital gap (alpha / beta) comes out at 7.68 / 7.68 eV. The value obtained for the lowest unoccupied orbital energy (alpha / beta) is -8.09 / -8.74 eV. Its spin multiplicity is 3.



DFT (wB97M-V/def2-TZVPD) results for a molecular structure, C24H32AlAsBrN7O3.

The geometry in XYZ format:
```
69
Properties=species:S:1:pos:R:3
Al 0.858 0.761 1.119
Br 1.836 -4.331 -4.533
C 2.753 -4.593 -2.904
C 3.670 -3.640 -2.483
C 4.311 -3.802 -1.267
C 4.042 -4.925 -0.487
C 3.191 -5.913 -0.964
C 2.518 -5.739 -2.163
N 4.662 -5.206 0.782
N 4.822 -4.340 1.650
C 4.249 -3.033 1.556
C 5.055 -1.940 1.734
C 4.552 -0.619 1.696
C 3.216 -0.420 1.514
O 2.581 0.777 1.437
C 2.367 -1.536 1.392
N 1.050 -1.221 1.234
C 0.161 -2.200 1.144
C 0.538 -3.541 1.232
C 1.866 -3.869 1.383
C 2.840 -2.852 1.435
H 3.888 -2.785 -3.107
H 5.045 -3.076 -0.950
H 3.050 -6.809 -0.372
H 1.836 -6.494 -2.527
H 6.116 -2.103 1.875
H 5.219 0.224 1.817
H -0.873 -1.908 1.009
H -0.220 -4.309 1.189
H 2.155 -4.907 1.477
N -1.995 2.884 1.522
C -2.818 2.016 0.681
C -4.261 1.919 1.223
C -5.415 1.219 0.484
C -5.697 1.594 -0.974
N -4.827 0.875 -1.903
C -4.581 1.216 -3.152
N -5.233 2.231 -3.727
N -3.648 0.555 -3.849
C -2.109 0.670 0.523
O -2.681 -0.340 0.168
O -0.826 0.650 0.796
H -1.995 2.522 2.473
H -2.433 3.798 1.581
H -2.814 2.461 -0.323
H -4.579 2.951 1.395
H -4.179 1.458 2.211
H -6.322 1.481 1.029
H -5.318 0.136 0.567
H -5.579 2.670 -1.130
H -6.734 1.332 -1.193
H -4.263 0.138 -1.488
H -6.031 2.643 -3.276
H -5.108 2.431 -4.705
H -3.187 -0.241 -3.440
H -3.552 0.686 -4.841
C 3.077 3.714 0.893
As 1.194 3.307 1.062
C 0.434 4.464 -0.288
C 0.780 4.230 2.711
H 3.208 4.794 0.953
H 3.460 3.349 -0.058
H 3.618 3.228 1.700
H 1.013 5.386 -0.282
H -0.604 4.683 -0.056
H 0.501 4.007 -1.273
H 1.096 5.267 2.607
H 1.337 3.770 3.526
H -0.284 4.192 2.929
```

Its charge is +2. As for the energy above the lowest of the compared OMol25 structures with the same formula, charge and spin: 222.18 kJ/mol. The HOMO energy comes out at -12.356 eV. The orbital gap comes out at 6.84 eV. The value obtained for the lowest unoccupied orbital energy is -5.51 eV. Its spin multiplicity is 1.



DFT (wB97M-V/def2-TZVPD) results for a molecular structure, C5H15ClErP2 in a non-equilibrium geometry.

The geometry in XYZ format:
```
24
Properties=species:S:1:pos:R:3
C 3.428 -1.155 0.082
P 2.498 0.039 1.065
C 3.227 1.657 0.805
P -0.052 -0.121 0.833
C -2.063 -0.294 0.707
C -2.611 -0.658 -0.662
C -2.565 0.476 -1.711
Cl -1.686 -0.010 -3.160
H 3.049 -2.167 0.226
H 4.479 -1.131 0.382
H 3.384 -0.877 -0.976
H 2.834 2.423 1.474
H 4.305 1.596 0.995
H 3.137 1.990 -0.236
H -0.018 1.269 0.753
H -0.045 -0.707 2.094
H 0.203 -0.921 -0.283
H -2.225 -1.096 1.439
H -2.464 0.641 1.126
H -2.197 -1.582 -1.081
H -3.672 -0.990 -0.569
H -3.553 0.807 -2.067
H -2.093 1.357 -1.273
Er -5.301 -0.545 0.037
```

Its charge is +3. As for the energy above the lowest of the compared OMol25 structures with the same formula, charge and spin: 6.37 kJ/mol. The HOMO energy (alpha / beta) comes out at -17.472 / -18.733 eV. The orbital gap (alpha / beta) comes out at 4.72 / 6.06 eV. The value obtained for the lowest unoccupied orbital energy (alpha / beta) is -12.75 / -12.67 eV. Its spin multiplicity is 4.



DFT (wB97M-V/def2-TZVPD) results for 7 unconnected molecules or ions with the total composition C43H80N8O4P2S in a non-equilibrium geometry.

The geometry in XYZ format:
```
138
Properties=species:S:1:pos:R:3
C 1.670 -1.530 1.579
C 2.227 -1.074 0.606
C 2.903 -0.531 -0.560
C 2.485 -1.114 -1.931
C 1.963 -2.550 -1.924
C 2.810 -3.559 -1.156
C 1.998 -4.668 -0.492
O 0.891 -4.200 0.267
O 1.727 -0.176 -2.658
C 0.326 -0.096 -2.545
C -0.453 -1.192 -3.343
N -1.778 -0.803 -3.811
C -0.272 0.173 -1.143
C -0.932 -0.999 -0.426
O -2.230 -1.295 -0.943
C 0.050 1.212 -3.379
O 1.050 2.193 -3.091
C 0.548 3.453 -2.770
C -0.157 3.540 -1.425
C -0.247 4.982 -0.978
N 0.317 5.417 0.059
P -0.514 4.191 -4.132
S -2.441 4.149 -3.753
P 4.110 -1.090 -2.933
C 5.504 -1.939 -2.071
C 6.818 -1.184 -2.328
C 3.795 -1.804 -4.604
C 4.343 -3.233 -4.796
H 1.427 -1.881 2.533
H 3.968 -0.574 -0.366
H 2.658 0.523 -0.599
H 0.939 -2.658 -1.577
H 1.931 -2.878 -2.960
H 3.515 -4.052 -1.814
H 3.422 -3.094 -0.395
H 2.660 -5.168 0.199
H 1.684 -5.369 -1.266
H 0.115 -4.410 -0.251
H 0.157 -1.360 -4.222
H -0.580 -2.098 -2.766
H -2.294 -0.261 -3.139
H -1.761 -0.354 -4.709
H 0.440 0.623 -0.463
H -1.055 0.915 -1.230
H -0.329 -1.892 -0.357
H -1.084 -0.674 0.603
H -2.846 -0.727 -0.486
H 0.195 0.923 -4.419
H -0.958 1.577 -3.247
H 1.414 4.108 -2.703
H -1.169 3.158 -1.478
H 0.436 3.011 -0.691
H -0.804 5.697 -1.577
H 0.825 4.649 0.502
H -0.078 5.520 -4.308
H -0.208 3.476 -5.304
H 5.361 -2.063 -1.008
H 5.648 -2.950 -2.446
H 7.190 -1.443 -3.311
H 6.698 -0.112 -2.252
H 7.548 -1.525 -1.601
H 4.176 -1.176 -5.396
H 2.719 -1.879 -4.738
H 3.875 -3.722 -5.642
H 4.131 -3.853 -3.933
H 5.410 -3.206 -4.967
C 1.226 3.697 5.403
C 0.037 4.295 4.658
C -0.593 3.324 3.654
C 0.373 2.933 2.626
N 1.132 2.626 1.818
H 2.038 3.442 4.720
H 1.620 4.408 6.124
H 0.939 2.796 5.944
H 0.356 5.201 4.137
H -0.727 4.593 5.379
H -1.447 3.788 3.161
H -0.947 2.426 4.161
C -3.750 -7.535 -0.257
C -2.616 -8.282 -0.951
C -1.264 -7.573 -0.814
C -1.314 -6.237 -1.416
N -1.362 -5.193 -1.897
H -3.907 -6.549 -0.697
H -4.684 -8.087 -0.353
H -3.542 -7.405 0.806
H -2.859 -8.404 -2.008
H -2.530 -9.283 -0.525
H -0.481 -8.147 -1.311
H -0.991 -7.469 0.237
C -6.019 4.257 -3.137
C -6.419 5.598 -3.737
C -6.714 6.660 -2.673
C -7.822 6.242 -1.806
N -8.692 5.910 -1.133
H -6.825 3.829 -2.537
H -5.784 3.541 -3.925
H -5.136 4.360 -2.503
H -7.296 5.460 -4.373
H -5.613 5.960 -4.378
H -6.981 7.606 -3.144
H -5.833 6.830 -2.052
C 5.885 -9.276 0.915
C 4.557 -8.707 1.403
C 3.684 -8.169 0.263
C 4.365 -7.082 -0.446
N 4.917 -6.239 -0.999
H 6.495 -8.509 0.436
H 6.459 -9.673 1.752
H 5.727 -10.085 0.200
H 4.749 -7.909 2.122
H 4.003 -9.487 1.929
H 2.741 -7.786 0.655
H 3.456 -8.962 -0.451
C -4.607 2.925 -0.047
C -5.234 4.265 0.321
C -4.414 5.042 1.357
C -4.297 4.286 2.611
N -4.207 3.693 3.592
H -4.551 2.261 0.816
H -5.205 2.422 -0.808
H -3.597 3.060 -0.445
H -6.243 4.100 0.701
H -5.329 4.875 -0.579
H -4.886 5.999 1.577
H -3.410 5.241 0.977
C -0.316 6.274 8.429
C -0.622 5.330 9.587
C 0.639 4.707 10.197
C 1.365 3.919 9.195
N 1.916 3.297 8.400
H 0.163 5.749 7.602
H -1.236 6.716 8.045
H 0.342 7.085 8.746
H -1.288 4.539 9.240
H -1.154 5.878 10.367
H 0.376 4.053 11.027
H 1.304 5.484 10.577
```

Its charge is 0. The SMILES is [H]/N=C\C[C@@H](OC[C@](CN)(CCO)O[C@@](CC#C)(CCCO)P(CC)CC)[PH2]=S.CCCC#N.CCCC#N.CCCC#N.CCCC#N.CCCC#N.CCCC#N. The HOMO energy comes out at -7.041 eV. The orbital gap comes out at 7.38 eV. The value obtained for the lowest unoccupied orbital energy is 0.34 eV. Its spin multiplicity is 1.